The following is a DFT calculation (ωB97M-V with the def2-TZVPD basis set) of C4H8O2 in the gas phase in a non-equilibrium geometry.

As for the spin multiplicity: 1. The energy above the lowest of the compared OMol25 structures with the same formula, charge and spin comes out at 32.2 kcal per mole. As for the HOMO energy: -9.71 eV. As for the SMILES: CC(=O)CCO. For the total energy, the calculation gives -8371.886 eV.

Last column: Löwdin charge in e.
Atoms and positions in Å:
1 C 2.158 0.042 -0.134  -0.012
2 C 0.678 0.370 -0.257  -0.335
3 O 0.424 1.569 -0.256  0.053
4 C -0.544 -0.653 -0.319  -0.093
5 C -1.738 -0.214 0.535  -0.305
6 O -2.006 1.141 0.334  -0.086
7 H 2.314 -0.534 0.780  0.085
8 H 2.547 -0.538 -0.976  0.084
9 H 2.733 0.978 -0.058  0.089
10 H -0.945 -0.615 -1.345  0.126
11 H -0.330 -1.705 -0.081  0.115
12 H -1.666 -0.472 1.608  0.117
13 H -2.496 -0.918 0.120  0.117
14 H -1.127 1.549 0.050  0.046